# 1
{
  "formula": "C24H64N4O10",
  "method": "ωB97M-V/def2-TZVPD",
  "e_tot_ha": -1923.99095,
  "elements": ["O", "H", "H", "C", "H", "C", "C", "H", "O", "C", "N", "O", "H", "H", "H", "C", "H", "C", "H", "H", "H", "C", "H", "C", "H", "H", "H", "H", "H", "H", "H", "C", "H", "H", "H", "H", "H", "H", "O", "H", "O", "O", "H", "H", "C", "H", "H", "H", "H", "H", "H", "N", "O", "H", "C", "H", "H", "C", "H", "H", "H", "H", "H", "H", "C", "H", "H", "H", "H", "H", "H", "O", "H", "H", "H", "N", "H", "O", "H", "H", "C", "H", "C", "C", "H", "N", "C", "H", "C", "C", "H", "H", "O", "H", "C", "C", "H", "C", "H", "C", "H", "C"],
  "xyz": [[-17.256539, 1.274550, 4.688900], [-24.510923, -2.895488, 4.199155], [-22.945235, 1.134059, 7.204371], [-22.508372, 7.299414, 6.407504], [-24.046237, 1.959197, 3.292403], [-22.992861, 0.401330, 6.422192], [-27.250481, -1.869387, 3.697823], [-23.477748, 6.893102, 6.704378], [-30.063421, -3.211381, 6.401529], [-21.388946, -1.304893, 1.162853], [-28.422539, -2.614112, 4.152730], [-22.433807, 3.073706, 3.418317], [-22.799199, -6.437101, 6.945220], [-20.945999, 8.073901, 3.908214], [-20.453166, 2.732760, 4.531426], [-20.263229, 3.578779, 3.839960], [-30.100010, -4.465747, 4.787315], [-22.210139, -4.338316, 2.776323], [-23.376940, -1.400867, 2.537034], [-31.599771, -3.064050, 7.797347], [-21.792637, 6.881503, 7.100222], [-29.420539, -4.251698, 5.624420], [-22.025191, -3.848404, 0.714898], [-31.244183, -3.650235, 6.961378], [-18.024221, -1.218513, 4.140028], [-27.506536, -4.410459, 4.728391], [-21.402728, 4.079540, 2.012040], [-21.512245, -0.314954, 1.614679], [-20.354956, -1.896383, 3.715185], [-28.995187, -1.890291, 4.582373], [-31.115486, -4.670977, 7.327986], [-18.327578, -0.468950, 3.437204], [-26.465906, -2.523929, 3.441734], [-26.452309, 1.028282, 6.380096], [-23.072078, 1.938962, 1.811576], [-19.200596, 3.645696, 3.508871], [-24.349351, -0.493371, 1.829337], [-21.351370, 4.833156, 5.075745], [-24.091255, -5.959303, 5.415999], [-21.890414, -1.336352, 0.188266], [-22.173106, 6.747937, 5.114126], [-25.090852, -0.537637, -0.132337], [-25.819303, -0.422457, 4.204409], [-22.941116, -4.277025, 5.764814], [-23.490382, 2.576296, 2.583952], [-24.049484, -7.570441, 6.611878], [-17.069234, 3.347555, 4.771436], [-19.800986, -1.583522, 5.289639], [-23.959773, -5.065913, 2.373063], [-27.637891, -3.230698, 6.077695], [-19.515301, 0.758763, 4.524272], [-23.640083, -4.244472, 2.794328], [-27.634764, -0.142633, 5.199866], [-23.483791, 0.888386, 5.573062], [-26.631202, -0.960217, 4.696856], [-32.019831, -3.602132, 6.207585], [-24.366063, -5.953110, 7.488298], [-21.758198, -0.792068, 4.857273], [-26.173150, -1.474703, 5.550329], [-25.564057, 0.230288, -0.434691], [-22.290022, -0.196777, 4.149651], [-21.795030, -3.972178, 3.734064], [-28.242435, 1.044611, 6.725652], [-29.198990, -5.097386, 6.271415], [-16.473813, 2.429530, 4.748150], [-23.638822, -0.451182, 6.637456], [-16.004030, 2.502929, 5.718440], [-25.349596, -4.396255, 3.920634], [-18.354725, -0.936429, 2.385588], [-19.343143, 6.276343, 3.405135], [-22.395489, -1.634467, 5.075145], [-24.027947, -0.695399, 2.691813], [-20.321073, -1.455022, 1.040006], [-20.195388, 7.543202, 5.426046], [-20.570591, -3.651633, 1.651212], [-19.683101, -0.014626, 3.894060], [-17.705023, 1.575299, 2.766896], [-22.031505, -2.242206, 2.009661], [-24.655735, -4.134811, 6.179450], [-16.449754, 0.449095, 2.980326], [-20.874309, 7.205339, 4.612643], [-15.715620, 2.436954, 4.002761], [-21.264254, 3.271619, 2.730102], [-23.848784, -6.526263, 6.700787], [-27.477685, -1.283153, 2.791899], [-20.461659, 4.821543, 4.570111], [-24.369175, -3.996660, 4.068036], [-27.171378, -0.240922, 7.279336], [-17.414389, 0.726016, 3.381969], [-20.393064, -1.140780, 4.479649], [-20.979656, 6.020302, 2.835258], [-22.531123, 8.351074, 6.357005], [-21.679435, -0.093531, 6.075130], [-25.491690, -1.308649, -0.602540], [-27.386408, 0.455147, 6.415948], [-21.629864, -3.525306, 1.696012], [-24.018361, 3.409475, 2.134549], [-23.930464, -4.534030, 5.428198], [-20.993469, 2.472989, 2.091248], [-20.360419, 6.066142, 3.769206], [-21.890962, -5.351146, 2.650308], [-28.118322, -3.655044, 5.175749]],
  "forces_ev_per_angstrom": [[-0.2512, -0.8676, 0.3189], [0.2989, -0.6363, -0.1786], [0.2628, -0.0210, 0.6203], [0.1312, -2.1247, -1.0676], [-0.6304, 0.1653, -0.6031], [0.5302, -0.6471, -1.1349], [-0.4884, -0.0130, -0.3798], [-0.0376, 0.1806, -0.2962], [1.3345, 0.0425, -0.0265], [-0.8174, 1.0075, -0.1202], [0.4733, 0.0595, 0.2854], [-1.5142, -0.8055, -0.1157], [0.6239, 0.0562, 0.0911], [-0.4773, -0.3230, 0.7149], [0.6817, 0.4790, -0.1146], [0.7220, 0.0839, -0.0275], [0.3848, -0.4404, 0.0655], [0.3710, -0.1467, 1.5453], [-0.2406, -0.0743, 0.0738], [0.4056, 0.5498, 0.2070], [0.3907, 0.4062, 0.5660], [-0.3979, 1.3551, 0.5102], [-0.0238, 0.1701, 0.0917], [-0.6816, -0.6958, -0.0191], [0.9647, -0.4869, 0.3506], [0.5290, -0.4558, -0.2661], [0.1380, 0.6795, -0.0938], [-0.0762, -0.1682, -0.1275], [-0.4308, -0.4706, -0.4351], [-0.2872, -0.4189, 0.1593], [-0.2925, -0.2150, 0.0191], [-1.8379, 1.0424, -1.3181], [0.7582, -1.0806, -0.7347], [-0.2032, 0.5682, -0.1048], [-0.0270, -0.2350, -0.2149], [-0.6638, -0.6785, -0.0906], [-0.6061, 0.1827, -1.1746], [0.3825, -0.0040, -0.5275], [0.1394, 0.3169, 0.3198], [0.2298, 0.1451, -0.0778], [0.6903, 1.3101, 0.0888], [-0.0699, -1.3628, -0.3677], [0.0375, 0.3397, 0.0397], [0.6855, 0.2578, -0.0347], [0.8748, -0.0289, 1.3228], [-0.6216, -0.6004, 0.3308], [-0.2581, 0.0170, -0.7915], [-0.3178, 0.0749, 0.5366], [-1.0324, -1.2601, -0.4920], [0.0948, -0.2710, -0.2567], [-0.2373, -0.2111, 0.4054], [-0.4422, 0.7734, 1.3889], [-1.2616, 0.4478, -0.1788], [0.2954, 0.1342, -0.2303], [0.6489, 0.2218, 0.7151], [-0.5616, -0.3659, -0.2338], [-0.3681, -0.6068, -0.1732], [-0.7324, -0.0919, 1.4527], [0.0570, -0.4430, -0.0229], [-0.3482, 0.4108, -0.2372], [-0.0656, 0.4768, -0.9266], [-0.0697, -0.1683, -0.3195], [0.0139, 0.2704, -0.2353], [-0.3526, -0.3982, 0.0266], [-0.6205, 0.5415, 1.0618], [-0.1014, -0.0707, 0.5264], [0.3985, -0.5333, 0.3650], [-0.6932, -0.2349, -0.1703], [-0.1784, 0.5729, 1.4443], [-0.0317, -0.2388, 0.4030], [-0.2187, -1.0185, -0.3309], [0.1958, -0.0407, 1.1401], [0.2104, -0.4229, 0.1206], [-0.4162, -0.6506, -0.2004], [1.0906, 0.1922, 0.0933], [1.1236, -0.2261, -1.1934], [-0.8680, -0.2737, -0.5795], [1.4272, 1.1820, -0.6025], [0.4237, 0.0620, -0.4058], [0.6189, -0.3912, -0.0214], [-0.7214, 0.4424, -0.2461], [0.6650, 0.1924, -0.8128], [0.7053, 1.9590, 0.2149], [0.4688, 1.2615, -0.6221], [-0.2177, -0.2273, 0.2956], [-0.0025, 0.5883, -0.1980], [0.7144, 1.1839, -0.2004], [-0.4311, -0.0856, -0.8715], [0.7401, 0.7267, 0.6122], [1.6832, 0.0105, -0.7513], [0.2040, 0.0450, 0.6256], [0.0422, 1.3709, 0.2548], [-1.0021, 1.5750, 0.9475], [0.4537, 1.0092, 0.6440], [1.1605, -0.2575, 1.5152], [-1.1028, -0.6348, -0.6122], [-0.4433, 0.0637, -0.0393], [-1.2014, -1.0273, -0.1828], [0.5304, -1.5907, -0.2620], [-0.5280, -1.1403, -0.0491], [0.3358, -0.9332, 0.1106], [-0.8398, 1.6110, -0.5197]]
}

=====

# 2
{
  "formula": "C24H64O8",
  "method": "ωB97M-V/def2-TZVPD",
  "e_tot_ha": -1554.64657,
  "elements": ["C", "H", "H", "C", "O", "H", "C", "H", "H", "C", "C", "H", "H", "H", "H", "C", "H", "H", "H", "H", "H", "H", "C", "H", "H", "H", "H", "H", "C", "C", "H", "C", "H", "H", "H", "C", "C", "H", "H", "H", "H", "H", "H", "H", "C", "C", "H", "H", "H", "O", "H", "H", "H", "H", "O", "H", "C", "H", "H", "H", "H", "H", "O", "C", "H", "C", "H", "H", "H", "H", "H", "O", "C", "H", "H", "C", "H", "H", "C", "H", "O", "H", "H", "H", "O", "C", "H", "C", "C", "C", "H", "O", "H", "H", "H", "H"],
  "xyz": [[-0.412142, -4.974269, 0.907002], [2.317774, 1.351128, -4.453135], [-4.017929, 1.594657, -0.755890], [3.164505, -1.187818, -5.009510], [-0.195782, 3.022199, 7.889956], [4.258267, -1.169200, -4.878973], [-0.766693, 1.549829, -6.590421], [0.288049, -0.878148, 1.818538], [-0.398794, 5.769585, 0.414883], [2.946022, -5.126771, 4.585958], [-2.208088, 0.989368, -6.476520], [4.016248, -5.339409, 4.309542], [0.854641, -3.650350, 5.473768], [1.240655, -2.423692, -1.479885], [3.275814, -1.059719, -2.975907], [-2.994182, 1.367444, -0.949245], [3.057799, -3.020167, 4.429196], [-4.183429, 3.317491, -2.804182], [0.745317, -0.160113, -4.177467], [-2.839927, 3.168572, -3.954259], [2.525030, -3.012815, 2.154938], [-1.504930, 3.215664, -7.662349], [2.671346, -0.513384, -3.751461], [1.616406, 2.647545, 1.309132], [0.304638, 3.192058, -7.382256], [-2.324415, -0.092591, -6.279615], [1.414230, 2.955078, 5.763496], [-0.243795, 1.114206, -7.423062], [2.978635, 0.992468, -3.704141], [-1.421731, -5.792957, 1.632394], [-1.054604, 4.919932, 1.800958], [-2.801486, 1.607916, -2.419978], [0.426592, -0.341754, -2.118851], [-2.473227, 3.738317, -2.340067], [2.776232, 1.404362, -2.693019], [-3.096794, 3.006573, -2.910014], [1.136276, 3.629628, 1.352729], [0.554568, 2.369541, -0.931755], [-1.523497, 4.632996, 6.616469], [-2.588473, -4.053940, 2.370374], [2.774438, -0.630180, -5.859786], [-0.547485, 1.438941, -4.603284], [0.761890, 0.733582, 1.053670], [2.857240, -2.234747, -5.106524], [-0.633718, 2.636545, 6.594205], [1.006146, -3.627806, 4.385678], [-2.754861, 1.256043, -7.346582], [0.943385, 3.880690, 2.364780], [2.783670, -5.256545, 5.668828], [-0.822827, -7.019272, 2.113600], [-0.852394, 0.245567, 1.197152], [-2.995954, -5.645744, 3.094142], [-2.366223, 2.109194, -0.449178], [0.633368, -2.756689, 3.842994], [0.113424, 0.126029, -1.300556], [1.049926, 1.245620, 6.262200], [-2.172566, -5.033013, 2.748990], [-2.128206, -6.046103, 0.836761], [-0.714121, 2.779803, 0.983205], [1.232880, -2.665030, 0.257945], [4.074909, 1.206270, -3.879772], [-3.450286, 0.991304, -3.032433], [2.568338, -3.889813, 2.589504], [-1.312442, 3.810640, 5.902901], [-1.858517, 4.819238, 0.247182], [-0.902048, 4.856208, 0.695278], [0.338712, 3.788842, 7.703971], [2.338004, -5.872070, 4.147140], [0.389550, 1.780424, 4.852337], [-1.483505, -4.792767, 3.603649], [-2.829407, 0.337542, -0.633421], [1.267543, -0.732424, -3.532850], [0.151078, -0.147768, 1.002064], [0.422602, -4.492427, 4.012849], [-2.750484, 1.502120, -5.633929], [2.485003, -3.820367, 4.003309], [0.036644, -7.023917, 1.798115], [-0.629451, 4.178655, 5.163206], [0.609240, 2.179331, 5.830701], [0.325921, -4.578942, 1.597589], [0.150619, 3.246357, -0.849335], [0.095133, -5.637451, 0.235746], [2.230122, -1.363996, -0.483288], [-1.298182, 1.853279, 6.742466], [-0.000857, 1.208398, -5.442302], [0.119726, -0.919767, -0.304335], [-0.873187, -4.071852, 0.459121], [-0.119759, 3.580249, 0.492230], [-0.710529, 3.077591, -6.944332], [1.261948, -1.897469, -0.543907], [-2.179850, 3.614014, 5.306459], [-1.464118, 1.404821, -2.918282], [-0.715516, 3.801361, -6.074986], [1.868806, 4.310505, 0.900130], [-1.051873, 0.903188, -2.197716], [-0.791028, -1.505672, -0.260700]],
  "forces_ev_per_angstrom": [[0.2950, 1.2943, 0.8480], [-0.2736, 1.2981, -0.6628], [-0.8431, 0.2251, 0.3978], [0.0579, 0.2575, 0.0456], [-0.3674, -0.1415, 0.2507], [-0.2493, 0.0873, -0.8350], [-0.7766, 0.3830, 0.6457], [0.4408, 0.5244, -0.0056], [0.3529, 0.1385, -0.3630], [1.6542, -0.2552, -0.0291], [0.1370, 0.6103, 1.5409], [-0.9824, 0.1679, 0.4364], [0.0142, 0.6386, -0.2954], [-0.3286, -0.0696, -0.5550], [-1.1841, 0.5534, 0.0971], [0.5482, 0.5317, -0.4889], [0.5259, 0.7150, -0.0601], [1.1180, -0.4512, 0.0476], [0.9419, -0.8871, 0.5679], [0.0737, -0.4157, -0.0991], [0.0335, -0.6499, 0.7426], [-0.0261, 0.6818, -0.2614], [0.9170, -0.6992, 1.1422], [0.0441, 0.0043, 0.2263], [-0.7882, 0.3150, -0.0965], [0.5446, 0.4757, -0.2510], [-0.8111, -0.5025, 0.0567], [0.0664, -0.7021, -0.3389], [1.3764, -1.0602, 1.1476], [-0.8313, -0.0642, 0.0697], [-0.0467, 0.0471, -0.7814], [0.1249, 0.5750, -2.4466], [0.2237, 0.7089, 0.0654], [-0.4485, -0.4529, -0.2920], [-0.2787, -0.1972, -0.6959], [-1.1171, 1.9198, 1.2341], [1.0515, -0.5070, -1.8044], [-0.2470, 0.0672, 0.2362], [-0.0603, -0.5720, -0.3668], [0.4192, -1.0468, 0.2287], [0.4558, -0.0526, -0.4005], [0.8846, -0.3120, -1.6300], [0.9410, -0.0973, -0.1159], [-0.0912, 0.2311, 0.2592], [1.5973, 1.2373, -0.3444], [0.0656, -0.7619, -0.3819], [-0.5413, 0.0492, -0.9744], [-0.2180, 0.2902, 0.9406], [0.2705, 0.5672, -0.3550], [-2.9960, 0.8322, 0.9937], [-0.0909, -0.0367, -0.2023], [-0.1397, -0.0252, 0.2608], [0.0299, -0.3782, 0.4233], [-0.2593, 0.2200, 0.5749], [0.0660, -1.6153, -0.1819], [-0.1961, 0.9627, 0.3806], [0.7752, 0.5746, -0.1168], [-0.4513, -0.3903, 0.3231], [-0.1544, 0.1336, -0.4748], [0.0846, 0.3654, -0.3954], [-1.2625, -0.2403, -0.2595], [-0.3092, -0.7447, 0.1627], [0.5055, 0.3694, -0.7053], [0.3526, 0.7880, 0.2447], [-1.0660, 0.0136, -0.6430], [0.4145, -0.1406, 1.2493], [0.4666, 0.5195, 0.4233], [-0.5417, -1.0984, -0.6679], [-0.3424, 0.5108, -0.7898], [-0.7427, -0.3336, -0.7940], [0.3408, 0.0849, -0.0322], [-0.5506, 0.6608, -0.8830], [-1.2635, -1.2086, 0.9272], [0.4795, 0.3378, 0.0312], [0.5970, -0.3498, -0.5808], [-1.5996, -0.1824, 0.7580], [2.6486, -0.1823, -0.8344], [0.6200, 0.6352, -0.3543], [0.7388, -1.3261, 0.1437], [0.3540, -0.0211, 0.2181], [-0.1324, 0.6048, -0.1935], [0.2963, 0.0933, -0.9824], [-0.3407, -0.2319, 0.0017], [-1.1881, -1.5954, 0.2438], [-0.8972, 0.4888, 1.9297], [0.6270, 1.1466, 0.1435], [0.1909, -0.7534, -0.2836], [0.1651, -0.8000, 1.4003], [1.2432, -0.7190, 1.2217], [0.7377, 0.3279, 1.4676], [-0.8065, -0.5199, 0.0762], [-0.4034, -0.5265, 0.7188], [-0.5544, -0.9931, -0.8146], [-0.1821, 0.1548, 0.2570], [0.6638, -0.0904, -0.1334], [-0.5920, -0.0180, -0.5478]]
}